ORCA calculation (ωB97M-V/def2-TZVPD) on 4 unconnected molecules or ions with the total composition C28H67B2N3O11P.

Each line ends with the Löwdin charge.
Element x y z (Å)
C -2.528 0.722 -3.314  -0.10
C -1.181 0.014 -3.214  -0.24
C -0.471 0.313 -1.881  -0.21
C 0.992 0.731 -2.053  -0.21
B 1.265 2.335 -2.274  -0.68
C 0.363 3.317 -1.256  -0.08
C -0.959 3.781 -1.716  -0.44
O -2.033 3.405 -1.266  0.09
O -1.015 4.696 -2.797  0.09
C -0.566 5.952 -2.584  -0.49
C -0.377 6.429 -1.168  0.02
O -0.384 6.705 -3.534  0.08
B 1.266 2.785 -3.909  -0.60
O 1.364 4.122 -4.343  0.09
O 1.257 1.852 -4.972  0.09
P 3.166 2.569 -1.765  0.91
C 3.645 4.319 -2.173  -0.32
C 3.145 2.596 0.097  -0.33
H -2.358 1.791 -3.328  0.06
H -3.026 0.490 -4.250  0.05
H -3.156 0.453 -2.475  0.07
H -1.356 -1.057 -3.287  0.09
H -0.562 0.282 -4.065  0.09
H -0.475 -0.627 -1.330  0.08
H -1.060 0.999 -1.284  0.09
H 1.508 0.442 -1.133  0.05
H 1.452 0.126 -2.827  0.09
H 0.165 2.778 -0.337  0.11
H 0.977 4.173 -0.982  0.08
H 0.672 6.631 -1.011  0.09
H -0.777 5.772 -0.411  0.08
H -0.898 7.375 -1.102  0.09
H 0.708 4.252 -5.027  0.09
H 1.986 2.086 -5.545  0.08
H 2.764 4.957 -2.178  0.02
H 4.042 4.339 -3.176  0.02
H 4.376 4.686 -1.463  0.02
H 4.169 2.619 0.447  0.01
H 2.612 3.463 0.484  0.02
H 2.652 1.705 0.464  0.01
C -1.244 -2.678 -6.285  -0.11
O -2.553 -2.250 -5.966  -0.20
C -3.482 -2.320 -7.033  -0.22
C -4.512 -3.401 -6.786  -0.22
N -3.924 -4.731 -6.882  -0.05
C -4.783 -5.812 -6.410  -0.21
C -5.223 -5.807 -4.949  -0.24
O -4.183 -6.043 -4.023  -0.18
C -3.418 -4.905 -3.656  -0.09
H -0.601 -2.395 -5.454  0.09
H -1.190 -3.766 -6.414  0.08
H -0.876 -2.189 -7.191  0.09
H -2.975 -2.467 -7.991  0.12
H -4.000 -1.357 -7.072  0.12
H -5.310 -3.312 -7.530  0.12
H -4.948 -3.208 -5.797  0.11
H -3.065 -4.748 -6.349  0.07
H -4.249 -6.749 -6.587  0.12
H -5.680 -5.836 -7.039  0.11
H -5.922 -6.638 -4.822  0.12
H -5.772 -4.896 -4.682  0.11
H -4.019 -3.993 -3.651  0.09
H -2.555 -4.768 -4.313  0.07
H -3.040 -5.075 -2.649  0.09
C 4.034 -4.552 2.160  -0.12
O 2.721 -5.049 2.004  -0.19
C 2.008 -5.234 3.218  -0.22
C 0.897 -4.218 3.376  -0.22
N 1.422 -2.883 3.621  -0.05
C 0.430 -1.808 3.555  -0.19
C -0.294 -1.567 2.235  -0.22
O 0.530 -1.053 1.213  -0.18
C 1.267 -2.018 0.486  -0.10
H 4.528 -4.633 1.193  0.09
H 4.044 -3.500 2.463  0.08
H 4.597 -5.141 2.891  0.08
H 2.684 -5.209 4.078  0.12
H 1.560 -6.232 3.173  0.12
H 0.271 -4.512 4.224  0.12
H 0.279 -4.267 2.468  0.11
H 2.148 -2.687 2.947  0.07
H 0.941 -0.879 3.807  0.10
H -0.316 -1.982 4.339  0.12
H -1.040 -0.789 2.423  0.12
H -0.849 -2.447 1.881  0.11
H 0.733 -2.968 0.392  0.09
H 2.246 -2.181 0.948  0.08
H 1.434 -1.616 -0.513  0.07
C -0.298 2.626 9.458  -0.12
O 0.053 3.675 8.580  -0.19
C 1.412 4.085 8.659  -0.22
C 2.190 3.685 7.424  -0.22
N 2.383 2.243 7.358  -0.05
C 2.920 1.754 6.089  -0.20
C 2.109 1.976 4.817  -0.22
O 0.908 1.231 4.752  -0.20
C -0.206 1.806 5.405  -0.09
H -1.383 2.536 9.439  0.09
H 0.133 1.667 9.150  0.08
H 0.016 2.845 10.483  0.09
H 1.886 3.693 9.564  0.12
H 1.410 5.177 8.726  0.12
H 3.169 4.172 7.453  0.12
H 1.645 4.076 6.555  0.11
H 1.499 1.784 7.531  0.07
H 3.068 0.677 6.198  0.12
H 3.911 2.195 5.945  0.12
H 2.717 1.620 3.983  0.12
H 1.911 3.036 4.620  0.11
H -0.183 2.897 5.369  0.09
H -0.283 1.472 6.444  0.07
H -1.101 1.462 4.885  0.09

Calculated values
Multiplicity ... 1
Total charge ... -1



ORCA calculation (ωB97M-V/def2-TZVPD) on 10 unconnected molecules or ions with the total composition C28H67N4O9S9.

Each line ends with the Löwdin charge.
Element x y z (Å)
C -3.015 0.647 2.520  -0.05
C -2.579 -0.716 3.149  -0.19
C -2.434 -0.819 4.623  -0.04
C -1.982 -2.085 5.201  -0.07
C -1.669 -3.279 4.413  -0.06
C -1.826 -3.180 2.970  -0.03
C -2.278 -1.925 2.344  -0.16
C -2.439 -1.880 0.798  -0.06
N -1.184 -1.886 0.021  0.03
N -1.124 -2.293 -1.266  0.13
C 0.156 -2.195 -1.765  -0.05
N 0.996 -1.673 -0.782  0.16
C 0.104 -1.490 0.285  -0.32
N 0.560 -0.959 1.445  0.17
H -2.797 0.689 1.413  0.04
H -4.096 0.890 2.666  0.09
H -2.362 1.451 2.969  0.09
H -2.657 0.072 5.261  0.12
H -1.865 -2.137 6.315  0.09
H -1.317 -4.203 4.925  0.11
H -1.581 -4.057 2.317  0.11
H -3.143 -1.053 0.502  0.14
H -2.984 -2.844 0.506  0.13
H -1.954 -2.629 -1.783  0.16
H 0.523 -2.470 -2.778  0.14
H 1.102 -1.581 2.056  0.11
H 0.390 -0.015 1.768  0.09
C 0.053 1.158 -2.352  -0.26
S -0.648 2.195 -1.071  0.82
O -1.916 1.532 -0.614  -0.58
C -1.111 3.560 -2.142  -0.28
H 0.359 0.223 -1.885  -0.01
H -0.695 0.950 -3.119  0.07
H 0.917 1.653 -2.798  0.07
H -1.787 3.208 -2.921  0.07
H -0.216 3.990 -2.589  0.04
H -1.613 4.317 -1.542  0.06
C -2.196 6.367 -6.221  -0.26
S -0.885 6.726 -5.041  0.83
O -0.827 5.584 -4.077  -0.57
C -1.737 8.084 -4.219  -0.26
H -1.891 5.513 -6.824  0.03
H -3.119 6.126 -5.691  0.06
H -2.348 7.230 -6.870  0.06
H -2.689 7.737 -3.814  0.06
H -1.904 8.892 -4.932  0.06
H -1.107 8.444 -3.406  0.05
C 5.216 -3.573 -5.244  -0.26
S 3.745 -3.840 -4.240  0.82
O 2.575 -3.919 -5.166  -0.57
C 3.729 -2.200 -3.489  -0.26
H 5.395 -4.470 -5.835  0.05
H 5.062 -2.723 -5.911  0.06
H 6.073 -3.391 -4.594  0.06
H 3.668 -1.436 -4.266  0.04
H 4.634 -2.062 -2.897  0.06
H 2.859 -2.126 -2.837  0.01
C 0.293 4.299 -8.276  -0.27
S 1.325 5.726 -8.661  0.81
O 0.501 6.948 -8.433  -0.56
C 1.388 5.440 -10.439  -0.27
H 0.093 4.299 -7.204  0.04
H -0.649 4.363 -8.822  0.06
H 0.821 3.382 -8.542  0.04
H 0.378 5.433 -10.851  0.06
H 1.882 4.488 -10.638  0.05
H 1.961 6.246 -10.898  0.05
C 0.927 -1.583 -6.385  -0.27
S 1.973 -0.163 -6.745  0.79
O 1.151 1.064 -6.534  -0.57
C 2.072 -0.447 -8.522  -0.26
H 0.703 -1.583 -5.319  0.03
H -0.004 -1.514 -6.950  0.06
H 1.456 -2.501 -6.641  0.03
H 1.071 -0.447 -8.955  0.06
H 2.565 -1.401 -8.711  0.06
H 2.659 0.357 -8.966  0.05
C 2.499 0.615 6.062  -0.27
S 1.545 -0.645 5.201  0.81
O 2.468 -1.341 4.254  -0.56
C 0.551 0.506 4.237  -0.28
H 3.224 0.119 6.705  0.06
H 3.024 1.244 5.340  0.06
H 1.832 1.222 6.675  0.04
H 1.202 1.142 3.631  0.07
H -0.053 1.117 4.908  0.06
H -0.105 -0.070 3.587  -0.01
C -5.950 -5.300 -2.413  -0.25
S -4.473 -4.590 -1.672  0.80
O -3.710 -3.892 -2.757  -0.57
C -3.648 -6.160 -1.356  -0.26
H -6.602 -4.486 -2.727  0.06
H -5.677 -5.902 -3.281  0.07
H -6.467 -5.915 -1.676  0.06
H -3.521 -6.708 -2.291  0.06
H -4.240 -6.747 -0.653  0.06
H -2.669 -5.956 -0.920  0.05
C 2.501 1.479 11.667  -0.26
S 1.998 1.997 10.018  0.81
O 1.805 0.762 9.201  -0.58
C 3.585 2.711 9.549  -0.27
H 1.662 0.967 12.137  0.05
H 3.351 0.798 11.601  0.06
H 2.767 2.356 12.259  0.06
H 4.367 1.954 9.614  0.06
H 3.816 3.549 10.208  0.05
H 3.512 3.069 8.522  0.04
C 1.216 -4.128 10.151  -0.27
S 0.672 -2.410 10.215  0.79
O -0.060 -2.223 11.499  -0.55
C -0.560 -2.552 8.906  -0.28
H 1.970 -4.277 10.922  0.05
H 0.372 -4.794 10.335  0.06
H 1.653 -4.336 9.173  0.05
H -1.295 -3.316 9.167  0.06
H -0.065 -2.809 7.968  0.04
H -1.060 -1.588 8.800  0.05

Calculated values
Multiplicity ... 1
Total charge ... +1



ORCA calculation (ωB97M-V/def2-TZVPD) on 8 unconnected molecules or ions with the total composition C28H68Cl4O12.

Each line ends with the Löwdin charge.
Element x y z (Å)
C -0.666 -2.095 2.469  -0.13
O -0.295 -2.769 3.645  -0.16
C 0.902 -3.480 3.556  -0.23
C 1.231 -4.089 4.915  -0.22
O 0.203 -4.964 5.274  -0.17
C 0.482 -5.630 6.476  -0.12
H 0.119 -1.347 2.286  0.06
H -1.541 -1.471 2.681  0.07
H -0.997 -2.730 1.640  0.08
H 1.710 -2.892 3.100  0.12
H 0.836 -4.333 2.863  0.12
H 1.277 -3.234 5.603  0.13
H 2.198 -4.600 4.874  0.13
H 0.941 -4.931 7.186  0.09
H 1.170 -6.470 6.312  0.09
H -0.368 -6.069 6.998  0.09
C 6.031 0.514 3.800  -0.13
O 5.823 1.898 3.722  -0.17
C 4.562 2.177 3.148  -0.21
C 4.526 3.653 2.774  -0.20
O 3.220 4.170 2.953  -0.21
C 3.125 5.506 2.518  -0.11
H 6.095 -0.059 2.868  0.09
H 5.257 0.048 4.424  0.09
H 6.969 0.320 4.322  0.09
H 3.742 2.089 3.872  0.13
H 4.385 1.541 2.283  0.09
H 4.814 3.806 1.728  0.12
H 5.242 4.195 3.401  0.13
H 3.134 5.648 1.435  0.08
H 3.915 6.073 3.023  0.09
H 2.203 5.947 2.901  0.09
C 5.936 1.420 -4.604  -0.12
O 5.064 2.382 -4.080  -0.17
C 4.939 2.260 -2.681  -0.20
C 4.081 3.427 -2.209  -0.21
O 2.866 3.379 -2.926  -0.16
C 1.935 4.288 -2.380  -0.11
H 5.659 0.380 -4.391  0.09
H 6.926 1.536 -4.138  0.09
H 6.080 1.500 -5.679  0.09
H 5.882 2.174 -2.135  0.13
H 4.350 1.352 -2.511  0.10
H 4.634 4.350 -2.432  0.13
H 3.906 3.438 -1.128  0.11
H 2.173 5.308 -2.700  0.09
H 1.918 4.267 -1.284  0.07
H 0.928 4.076 -2.735  0.07
C -4.596 0.670 -0.060  -0.11
O -5.503 -0.128 -0.814  -0.17
C -6.802 -0.147 -0.260  -0.23
C -7.764 -0.743 -1.242  -0.18
O -7.317 -2.064 -1.642  -0.19
C -8.305 -3.047 -1.501  -0.14
H -3.679 0.131 0.190  0.03
H -5.045 0.970 0.888  0.08
H -4.277 1.500 -0.697  0.08
H -7.174 0.825 0.084  0.13
H -6.741 -0.862 0.581  0.14
H -7.752 -0.287 -2.237  0.13
H -8.771 -0.755 -0.817  0.12
H -7.899 -4.017 -1.789  0.08
H -9.176 -2.928 -2.162  0.08
H -8.692 -3.084 -0.478  0.09
C -4.146 -3.668 -0.367  -0.11
O -3.662 -2.883 -1.421  -0.17
C -2.270 -3.040 -1.623  -0.21
C -1.826 -2.318 -2.861  -0.17
O -2.310 -0.972 -2.832  -0.16
C -1.409 0.008 -2.417  -0.13
H -5.188 -3.420 -0.182  0.08
H -3.567 -3.458 0.541  0.08
H -4.061 -4.741 -0.567  0.09
H -2.029 -4.103 -1.693  0.12
H -1.776 -2.578 -0.762  0.11
H -2.136 -2.702 -3.831  0.13
H -0.732 -2.350 -2.868  0.11
H -1.927 0.913 -2.085  0.05
H -0.687 0.341 -3.172  0.09
H -0.909 -0.348 -1.507  0.05
C 0.659 -5.486 -1.567  -0.09
O 0.526 -4.080 -1.393  -0.21
C 1.498 -3.570 -0.492  -0.18
C 1.551 -2.072 -0.694  -0.24
O 1.976 -1.796 -2.015  -0.17
C 2.087 -0.404 -2.273  -0.12
H 0.236 -6.084 -0.754  0.09
H 1.708 -5.772 -1.673  0.08
H 0.105 -5.679 -2.484  0.09
H 2.502 -3.988 -0.613  0.13
H 1.117 -3.843 0.494  0.11
H 2.284 -1.590 -0.030  0.08
H 0.627 -1.568 -0.388  0.09
H 3.052 -0.032 -1.920  0.06
H 1.292 0.146 -1.773  0.04
H 2.002 -0.261 -3.349  0.10
Cl -2.055 3.982 -1.927  0.61
C -3.332 5.175 -1.732  -0.68
C -3.369 6.194 -2.874  -0.67
Cl -2.011 7.298 -2.681  0.56
H -3.191 5.713 -0.796  0.06
H -4.287 4.663 -1.610  0.07
H -4.289 6.760 -2.717  0.07
H -3.396 5.767 -3.871  0.07
Cl -1.309 1.005 1.140  0.64
C -0.264 2.359 0.611  -0.65
C 1.085 2.374 1.297  -0.63
Cl 1.958 0.907 0.861  0.66
H -0.784 3.299 0.786  0.06
H -0.134 2.257 -0.465  0.03
H 1.045 2.411 2.386  0.08
H 1.715 3.237 1.080  0.05

Calculated values
SMILES string ... COCCOC.COCCOC.COCCOC.COCCOC.COCCOC.COCCOC.ClCCCl.ClCCCl
Multiplicity ... 1
Total charge ... 0



ORCA calculation (ωB97M-V/def2-TZVPD) on 7 unconnected molecules or ions with the total composition C28H68Cl4O17P2.

Each line ends with the Löwdin charge.
Element x y z (Å)
C -0.500 -6.406 8.778  -0.09
O 0.347 -6.548 9.980  -0.26
P 1.901 -7.138 9.789  0.48
O 1.970 -8.315 8.829  -0.27
O 2.911 -5.869 9.563  -0.24
C 2.432 -4.632 9.049  -0.10
O 2.205 -7.545 11.279  -0.23
C 2.608 -6.734 12.418  -0.04
H -0.047 -6.582 7.802  0.09
H -0.768 -5.350 8.805  0.07
H -1.366 -7.046 8.944  0.09
H 1.364 -4.422 9.098  0.07
H 2.927 -4.487 8.088  0.10
H 2.796 -3.946 9.814  0.09
H 1.699 -6.600 13.005  0.09
H 3.016 -5.818 11.991  0.08
H 3.229 -7.363 13.055  0.09
C 5.275 7.809 0.413  -0.15
O 4.455 8.125 1.493  -0.26
P 4.300 6.978 2.741  0.55
O 4.722 5.640 2.339  -0.22
O 2.770 7.130 3.283  -0.22
C 1.751 6.857 2.355  -0.13
O 5.202 7.725 3.926  -0.22
C 5.213 9.053 4.205  -0.17
H 5.305 8.690 -0.229  0.09
H 4.781 7.030 -0.168  0.08
H 6.246 7.406 0.701  0.09
H 0.861 6.505 2.876  0.09
H 1.926 5.969 1.747  0.09
H 1.577 7.765 1.776  0.09
H 4.388 9.638 3.796  0.09
H 6.176 9.494 3.948  0.10
H 5.026 9.122 5.276  0.09
C -9.287 1.755 -8.510  -0.12
O -8.898 2.481 -7.355  -0.19
C -7.648 2.035 -6.781  -0.16
C -7.416 2.496 -5.298  -0.18
O -8.368 1.779 -4.559  -0.13
C -8.572 2.371 -3.252  -0.17
C -9.800 1.738 -2.660  -0.22
O -10.858 1.556 -3.584  -0.18
C -11.950 0.765 -3.107  -0.10
H -10.096 2.225 -9.069  0.08
H -9.557 0.729 -8.259  0.09
H -8.532 1.826 -9.292  0.08
H -6.837 2.502 -7.340  0.11
H -7.644 0.953 -6.911  0.12
H -7.378 3.577 -5.158  0.13
H -6.467 2.075 -4.966  0.12
H -8.768 3.442 -3.185  0.12
H -7.635 2.310 -2.698  0.13
H -10.146 2.150 -1.712  0.12
H -9.643 0.718 -2.311  0.11
H -12.206 1.155 -2.122  0.08
H -11.657 -0.270 -2.927  0.08
H -12.875 0.707 -3.680  0.09
C 10.424 -1.865 -6.345  -0.05
O 10.901 -0.972 -5.238  -0.18
C 11.881 -1.565 -4.351  -0.21
C 13.158 -2.172 -4.880  -0.14
O 12.938 -3.335 -5.796  -0.20
C 14.112 -3.810 -6.430  -0.19
C 13.748 -5.179 -7.002  -0.19
O 13.366 -6.242 -6.133  -0.20
C 12.310 -6.058 -5.237  -0.11
H 9.473 -1.472 -6.706  0.08
H 10.479 -2.952 -6.394  0.08
H 11.179 -1.531 -7.057  0.08
H 11.365 -2.350 -3.798  0.12
H 12.172 -0.934 -3.510  0.12
H 13.860 -2.449 -4.092  0.13
H 13.554 -1.408 -5.548  0.12
H 14.895 -3.947 -5.683  0.12
H 14.480 -3.162 -7.226  0.13
H 14.586 -5.611 -7.549  0.12
H 12.970 -5.127 -7.763  0.12
H 12.689 -5.476 -4.397  0.08
H 12.057 -6.989 -4.729  0.09
H 11.538 -5.657 -5.893  0.09
C -4.866 0.125 2.097  -0.08
O -4.046 -0.192 0.939  -0.19
C -2.626 -0.142 1.111  -0.20
C -1.978 0.046 -0.216  -0.20
O -0.653 -0.457 -0.196  -0.14
C 0.419 0.323 -0.769  -0.16
C 0.282 0.360 -2.271  -0.16
O -0.774 1.282 -2.667  -0.21
C -0.615 2.682 -2.438  -0.12
H -4.614 -0.730 2.725  0.08
H -5.943 0.203 1.948  0.08
H -4.632 1.054 2.616  0.08
H -2.207 -0.987 1.656  0.13
H -2.361 0.770 1.646  0.12
H -1.837 1.113 -0.388  0.10
H -2.580 -0.224 -1.084  0.14
H 1.411 -0.066 -0.541  0.13
H 0.340 1.327 -0.350  0.12
H 0.125 -0.615 -2.732  0.13
H 1.146 0.726 -2.824  0.12
H -1.009 3.320 -3.229  0.08
H 0.378 3.093 -2.259  0.09
H -1.349 2.906 -1.664  0.07
Cl -9.377 5.793 10.187  0.47
C -8.474 4.292 9.536  -0.58
C -8.755 3.068 10.431  -0.71
Cl -7.530 1.837 10.203  0.57
H -7.442 4.507 9.257  0.06
H -8.976 4.001 8.613  0.06
H -9.784 2.742 10.278  0.08
H -8.790 3.223 11.509  0.06
Cl -6.100 -4.170 -4.861  0.53
C -7.585 -4.134 -3.893  -0.65
C -8.888 -3.831 -4.722  -0.61
Cl -9.123 -4.911 -6.146  0.49
H -7.360 -3.381 -3.137  0.06
H -7.719 -5.050 -3.317  0.07
H -8.920 -2.848 -5.192  0.06
H -9.781 -4.004 -4.122  0.06

Calculated values
SMILES string ... COP(=O)(OC)OC.COP(=O)(OC)OC.COCCOCCOC.COCCOCCOC.COCCOCCOC.ClCCCl.ClCCCl
Multiplicity ... 1
Total charge ... 0



Result set for Kohn-Sham gap: 0.223; 0.275; 0.340; 0.360 Eh, one per record in the order listed.
Result set for HOMO level: -3.85; -10.03; -8.87; -9.48 eV, one per record in the order listed.
Result set for E_tot: -2490.0258; -5586.3991; -3850.9673; -4909.9737 a.u., one per record in the order listed.